Density functional theory data (the ωB97M-V functional and the def2-TZVPD basis) for a cluster of 2 separate species, C28H23NO6S2 in total at a distorted geometry.

```
60
C28H23NO6S2 the ωB97M-V functional and the def2-TZVPD basis
C -4.733 -0.336 2.983
C -4.284 0.990 2.882
C -2.918 1.261 2.837
C -1.980 0.218 2.851
C -0.512 0.584 2.756
C 0.434 -0.438 2.471
N 1.778 -0.259 2.801
C 2.373 0.988 2.833
C 3.735 1.128 3.015
C 4.551 0.007 3.141
C 3.943 -1.254 3.114
C 2.580 -1.376 2.964
O -0.216 1.791 2.924
C -2.434 -1.098 2.998
C -3.802 -1.375 3.064
H -5.802 -0.554 2.995
H -4.993 1.816 2.829
H -2.566 2.292 2.777
H 0.127 -1.477 2.394
H 1.705 1.830 2.735
H 4.127 2.141 3.049
H 5.629 0.101 3.254
H 4.524 -2.171 3.205
H 2.057 -2.331 2.936
H -1.710 -1.907 3.065
H -4.129 -2.411 3.170
C 5.886 -3.796 -1.047
O 4.630 -4.499 -1.004
C 3.508 -3.838 -0.623
C 3.429 -2.436 -0.449
C 2.185 -1.848 -0.296
C 1.017 -2.620 -0.163
C -0.288 -1.989 -0.043
C -0.733 -1.090 -0.961
S -2.378 -0.409 -0.923
O -3.328 -1.440 -0.579
O -2.333 0.842 -0.202
C -2.456 -0.041 -2.677
C -1.253 -0.079 -3.364
C -1.174 0.251 -4.713
C -2.333 0.653 -5.376
C -3.558 0.685 -4.693
C -3.626 0.336 -3.340
S 0.175 -0.674 -2.438
O 1.052 0.440 -2.149
O 0.653 -1.854 -3.114
C 1.148 -4.028 -0.137
C 2.349 -4.629 -0.431
H 6.611 -4.581 -1.254
H 5.894 -3.052 -1.852
H 6.111 -3.316 -0.085
H 4.323 -1.809 -0.478
H 2.111 -0.764 -0.220
H -1.021 -2.429 0.635
H -0.212 0.190 -5.218
H -2.278 0.940 -6.425
H -4.469 0.987 -5.216
H -4.566 0.346 -2.790
H 0.253 -4.626 0.054
H 2.440 -5.711 -0.539
```

As for the multiplicity: 1. For the HOMO-LUMO gap, the calculation gives 6.98 eV. The calculation puts the molar mass at 533.63 g/mol. The calculation puts the largest force on an atom at 0.0394 Eh/bohr.

Table of natural (NBO) atomic charges, one value per atom, all in e: -0.204, -0.217, -0.174, -0.034, 0.441, -0.292, -0.233, 0.011, -0.219, -0.213, -0.218, 0.014, -0.663, -0.223, -0.220, 0.212, 0.212, 0.239, 0.192, 0.287, 0.234, 0.224, 0.230, 0.225, 0.197, 0.211, -0.256, -0.492, 0.326, -0.269, -0.172, -0.156, -0.041, -0.653, 2.168, -0.905, -0.890, -0.222, -0.319, -0.171, -0.188, -0.188, -0.204, 2.174, -0.909, -0.902, -0.151, -0.264, 0.206, 0.187, 0.179, 0.220, 0.243, 0.240, 0.240, 0.227, 0.228, 0.241, 0.219, 0.233